ORCA calculation (ωB97M-V/def2-TZVPD) on the ion C3HO4 with charge -1 at a distorted geometry.

Last column: Löwdin charge in e.
Atoms and positions in Å:
C -1.45 -1.37 0.09  -0.671
C 1.31 -1.24 0.02  -0.471
C 0.07 -0.72 0.46  -0.056
O 0.92 -0.07 -0.63  0.031
O -1.60 -2.35 0.84  -0.040
O 2.20 -2.03 0.04  0.098
O -2.00 -0.66 -0.75  -0.033
H 0.08 -0.01 1.35  0.142

Values from the calculation:
Relative energy (zero: lowest compared OMol25 entry of this formula, charge and spin) in kcal/mol: 16.94
Net charge: -1
HOMO level in eV: -4.4218
Frontier orbital gap in eV: 8.5
LUMO in eV: 4.05
Structure (SMILES): O=C([O-])[C@@H]1OC1=O
Calculated total energy in Ha: -415.905868